[1]
One molecule with the formula C21H26N2O7S, computed with ωB97M-V/def2-TZVPD.

* E_HOMO: -8.18 eV
* calculated total energy: -1850.3265 Ha
* SMILES: CCOC(=O)c1c(NC(=O)COC(=O)CN2C(=O)[C@H]3CCCC[C@H]3C2=O)sc(C)c1C

Last columns: bonded neighbours and bond lengths (Å).
Atoms and positions in Å:
1 C -3.69889 0.24620 -0.52350  C2 1.523, H32 1.087, H33 1.088, H34 1.087
2 C -2.81711 1.40022 -0.06614  C1 1.523, O3 1.425, H35 1.092, H36 1.095
3 O -1.91827 1.81147 -1.09244  C2 1.425, C4 1.335
4 C -0.79864 1.10239 -1.25378  O3 1.335, O5 1.225, C6 1.452
5 O -0.51255 0.15495 -0.53195  C4 1.225
6 C 0.03894 1.55083 -2.35222  C4 1.452, C7 1.386, C30 1.435
7 C 1.20569 0.86984 -2.66150  C6 1.386, N8 1.373, S27 1.713
8 N 1.69923 -0.22784 -2.00089  C7 1.373, C9 1.354, H37 1.021
9 C 2.81832 -0.86012 -2.42518  N8 1.354, O10 1.213, C11 1.520
10 O 3.44023 -0.49546 -3.40119  C9 1.213
11 C 3.20785 -2.08637 -1.61575  C9 1.520, O12 1.423, H38 1.097, H39 1.095
12 O 2.85514 -1.93461 -0.24547  C11 1.423, C13 1.338
13 C 3.72577 -2.40951 0.65333  O12 1.338, O14 1.198, C15 1.521
14 O 4.76955 -2.93087 0.38235  C13 1.198
15 C 3.24001 -2.19317 2.07837  C13 1.521, N16 1.438, H40 1.096, H41 1.095
16 N 1.87092 -1.75946 2.15704  C15 1.438, C17 1.384, C25 1.381
17 C 0.80251 -2.57142 1.81960  N16 1.384, O18 1.202, C19 1.511
18 O 0.91279 -3.72318 1.49281  C17 1.202
19 C -0.45588 -1.74563 1.95066  C17 1.511, C20 1.531, C24 1.532, H42 1.094
20 C -1.52527 -2.43402 2.80251  C19 1.531, C21 1.526, H43 1.091, H44 1.090
21 C -2.59962 -1.41369 3.16637  C20 1.526, C22 1.540, H45 1.091, H46 1.090
22 C -2.02993 -0.26284 4.01555  C21 1.540, C23 1.530, H47 1.091, H48 1.091
23 C -0.50168 -0.20593 3.96887  C22 1.530, C24 1.531, H49 1.091, H50 1.092
24 C 0.00599 -0.40813 2.53879  C19 1.532, C23 1.531, C25 1.510, H51 1.092
25 C 1.51481 -0.47817 2.52871  N16 1.381, C24 1.510, O26 1.203
26 O 2.30478 0.38053 2.82170  C25 1.203
27 S 2.02089 1.52457 -4.01837  C7 1.713, C28 1.746
28 C 0.79541 2.75717 -4.18152  S27 1.746, C29 1.490, C30 1.360
29 C 0.92307 3.76042 -5.27626  C28 1.490, H52 1.090, H53 1.090, H54 1.086
30 C -0.18533 2.65113 -3.24519  C6 1.435, C28 1.360, C31 1.493
31 C -1.35390 3.57609 -3.15964  C30 1.493, H55 1.088, H56 1.088, H57 1.086
32 H -4.42126 0.00706 0.25209  C1 1.087
33 H -3.09171 -0.63294 -0.72637  C1 1.088
34 H -4.23233 0.51974 -1.43054  C1 1.087
35 H -3.41600 2.28660 0.15341  C2 1.092
36 H -2.24463 1.11248 0.82195  C2 1.095
37 H 1.16149 -0.52509 -1.18522  N8 1.021
38 H 2.67941 -2.95864 -2.02096  C11 1.097
39 H 4.28579 -2.25794 -1.70883  C11 1.095
40 H 3.86100 -1.41804 2.54101  C15 1.096
41 H 3.37272 -3.13477 2.62031  C15 1.095
42 H -0.85018 -1.58790 0.94235  C19 1.094
43 H -1.08039 -2.85134 3.70691  C20 1.091
44 H -1.95931 -3.26089 2.24026  C20 1.090
45 H -3.01888 -1.01769 2.23989  C21 1.091
46 H -3.40784 -1.90955 3.70486  C21 1.090
47 H -2.33603 -0.37635 5.05638  C22 1.091
48 H -2.43682 0.68563 3.66040  C22 1.091
49 H -0.14871 0.75451 4.34630  C23 1.091
50 H -0.08052 -0.98321 4.60933  C23 1.092
51 H -0.30856 0.43499 1.91988  C24 1.092
52 H 0.06204 3.72102 -5.94297  C29 1.090
53 H 0.99549 4.76973 -4.87165  C29 1.090
54 H 1.81863 3.55722 -5.85690  C29 1.086
55 H -2.28250 3.02628 -3.29935  C31 1.088
56 H -1.39299 4.04530 -2.17890  C31 1.088
57 H -1.28272 4.34841 -3.91927  C31 1.086



[2]
One molecule with the formula C21H26N4O5S, computed with ωB97M-V/def2-TZVPD.

* E_HOMO: -9.16 eV
* calculated total energy: -1809.2238 Ha
* SMILES: C=CCN(C(=O)CNS(=O)(=O)c1ccccc1)[C@H](C(=O)NCCOC)c1ccncc1

Last columns: bonded neighbours and bond lengths (Å).
Atoms and positions in Å:
1 C 3.29040 -1.20921 -2.37978  C2 1.319, H32 1.076, H33 1.077
2 C 2.81337 -1.82935 -1.31808  C1 1.319, C3 1.503, H34 1.082
3 C 1.49851 -1.55367 -0.64493  C2 1.503, N4 1.449, H35 1.094, H36 1.097
4 N 0.69858 -0.52600 -1.28015  C3 1.449, C5 1.346, C18 1.462
5 C 0.97982 0.79029 -1.26372  N4 1.346, O6 1.222, C7 1.530
6 O 0.29493 1.61880 -1.84430  C5 1.222
7 C 2.14997 1.28993 -0.41477  C5 1.530, N8 1.458, H37 1.085, H38 1.093
8 N 1.61113 2.16986 0.61536  C7 1.458, S9 1.683, H39 1.014
9 S 0.67674 1.32196 1.72878  N8 1.683, O10 1.434, O11 1.443, C12 1.779
10 O 1.41564 0.14706 2.08880  S9 1.434
11 O -0.66113 1.11153 1.22966  S9 1.443
12 C 0.63452 2.47970 3.07950  S9 1.779, C13 1.381, C17 1.381
13 C -0.44264 3.33396 3.20941  C12 1.381, C14 1.386, H40 1.079
14 C -0.44756 4.25643 4.24324  C13 1.386, C15 1.386, H41 1.079
15 C 0.62143 4.31003 5.12429  C14 1.386, C16 1.387, H42 1.080
16 C 1.69596 3.44482 4.98214  C15 1.387, C17 1.385, H43 1.079
17 C 1.70550 2.52094 3.95035  C12 1.381, C16 1.385, H44 1.078
18 C -0.43922 -0.97348 -2.08151  N4 1.462, C19 1.540, C26 1.511, H45 1.099
19 C -1.43600 -1.79795 -1.24608  C18 1.540, O20 1.214, N21 1.343
20 O -2.02164 -2.76327 -1.69136  C19 1.214
21 N -1.58964 -1.33174 0.00398  C19 1.343, C22 1.442, H46 1.015
22 C -2.54325 -1.88648 0.93327  N21 1.442, C23 1.529, H47 1.092, H48 1.095
23 C -3.57716 -0.83479 1.33511  C22 1.529, O24 1.409, H49 1.102, H50 1.101
24 O -4.34063 -1.34075 2.40557  C23 1.409, C25 1.403
25 C -5.32694 -0.44440 2.84335  O24 1.403, H51 1.088, H52 1.097, H53 1.098
26 C 0.06139 -1.67933 -3.32000  C18 1.511, C27 1.392, C31 1.389
27 C 0.34987 -0.92611 -4.45402  C26 1.392, C28 1.385, H54 1.080
28 C 0.88214 -1.56349 -5.56203  C27 1.385, N29 1.322, H55 1.082
29 N 1.12961 -2.86149 -5.60548  C28 1.322, C30 1.321
30 C 0.84349 -3.57770 -4.53347  N29 1.321, C31 1.387, H56 1.082
31 C 0.31733 -3.04334 -3.36656  C26 1.389, C30 1.387, H57 1.077
32 H 4.23950 -1.47592 -2.80981  C1 1.076
33 H 2.75156 -0.41871 -2.87523  C1 1.077
34 H 3.37525 -2.62520 -0.84815  C2 1.082
35 H 0.90786 -2.47403 -0.65148  C3 1.094
36 H 1.66535 -1.30096 0.40943  C3 1.097
37 H 2.70869 0.50709 0.08828  C7 1.085
38 H 2.82176 1.87633 -1.04615  C7 1.093
39 H 1.03804 2.88633 0.18401  N8 1.014
40 H -1.26015 3.25621 2.51011  C13 1.079
41 H -1.28222 4.93021 4.36144  C14 1.079
42 H 0.61560 5.02912 5.92956  C15 1.080
43 H 2.52273 3.49005 5.67414  C16 1.079
44 H 2.51688 1.82524 3.81097  C17 1.078
45 H -0.96444 -0.05847 -2.38887  C18 1.099
46 H -1.14869 -0.46642 0.29783  N21 1.015
47 H -3.02716 -2.74023 0.45467  C22 1.092
48 H -2.02753 -2.22515 1.83743  C22 1.095
49 H -3.05159 0.08547 1.63809  C23 1.102
50 H -4.22775 -0.59432 0.48006  C23 1.101
51 H -5.84808 -0.93136 3.66506  C25 1.088
52 H -6.04142 -0.21464 2.04272  C25 1.097
53 H -4.88290 0.49554 3.19624  C25 1.098
54 H 0.16745 0.13811 -4.46379  C27 1.080
55 H 1.12393 -1.01094 -6.46085  C28 1.082
56 H 1.05235 -4.63665 -4.61137  C30 1.082
57 H 0.09037 -3.68616 -2.53268  C31 1.077



[3]
One molecule with the formula C21H26N4O5S2, computed with ωB97M-V/def2-TZVPD.

* E_HOMO: -7.97 eV
* calculated total energy: -2207.4293 Ha
* SMILES: COc1ccc(C(=O)NC(=S)Nc2ccccc2N2CCN(S(C)(=O)=O)CC2)cc1OC

Last columns: bonded neighbours and bond lengths (Å).
Atoms and positions in Å:
1 C -2.39318 5.62880 5.04613  O2 1.408, H33 1.095, H34 1.095, H35 1.089
2 O -2.72666 4.30241 4.71187  C1 1.408, C3 1.351
3 C -1.89195 3.60268 3.91247  O2 1.351, C4 1.387, C30 1.418
4 C -0.71257 4.08506 3.36511  C3 1.387, C5 1.386, H36 1.078
5 C 0.08595 3.28109 2.56737  C4 1.386, C6 1.387, H37 1.080
6 C -0.29319 1.97442 2.29557  C5 1.387, C7 1.477, C29 1.400
7 C 0.48844 1.04672 1.45286  C6 1.477, O8 1.225, N9 1.368
8 O -0.02676 0.09924 0.87170  C7 1.225
9 N 1.82904 1.31393 1.38914  C7 1.368, C10 1.393, H38 1.012
10 C 2.82582 0.65549 0.67207  N9 1.393, S11 1.651, N12 1.335
11 S 4.31745 1.36215 0.69553  C10 1.651
12 N 2.44502 -0.45298 0.03310  C10 1.335, C13 1.395, H39 1.028
13 C 3.16541 -1.36877 -0.73366  N12 1.395, C14 1.387, C18 1.413
14 C 4.53481 -1.55874 -0.61813  C13 1.387, C15 1.384, H40 1.077
15 C 5.15809 -2.57472 -1.32056  C14 1.384, C16 1.383, H41 1.079
16 C 4.41365 -3.41789 -2.12505  C15 1.383, C17 1.384, H42 1.080
17 C 3.04997 -3.22469 -2.26353  C16 1.384, C18 1.390, H43 1.079
18 C 2.40568 -2.18757 -1.59918  C13 1.413, C17 1.390, N19 1.400
19 N 1.02850 -1.94635 -1.67871  C18 1.400, C20 1.454, C28 1.447
20 C 0.57555 -0.68551 -2.24247  N19 1.454, C21 1.536, H44 1.090, H45 1.096
21 C 0.26861 -0.82293 -3.74099  C20 1.536, N22 1.440, H46 1.090, H47 1.097
22 N -0.63841 -1.91004 -4.00436  C21 1.440, S23 1.648, C27 1.441
23 S -2.23578 -1.58901 -4.25332  N22 1.648, C24 1.820, O25 1.432, O26 1.432
24 C -3.01000 -1.20724 -2.65160  S23 1.820, H48 1.081, H49 1.082, H50 1.081
25 O -2.83555 -2.79794 -4.73250  S23 1.432
26 O -2.30655 -0.40318 -5.05219  S23 1.432
27 C -0.24999 -3.17577 -3.43630  N22 1.441, C28 1.537, H51 1.090, H52 1.096
28 C 0.11197 -3.03302 -1.94922  N19 1.447, C27 1.537, H53 1.091, H54 1.097
29 C -1.49696 1.48775 2.81958  C6 1.400, C30 1.379, H55 1.078
30 C -2.29338 2.27256 3.62699  C3 1.418, C29 1.379, O31 1.355
31 O -3.46160 1.88260 4.19310  C30 1.355, C32 1.408
32 C -3.91799 0.57364 3.94872  O31 1.408, H56 1.095, H57 1.088, H58 1.094
33 H -2.34511 6.26735 4.15844  C1 1.095
34 H -1.44195 5.68066 5.58513  C1 1.095
35 H -3.19452 5.97606 5.69587  C1 1.089
36 H -0.40147 5.09963 3.55430  C4 1.078
37 H 0.97840 3.71169 2.13876  C5 1.080
38 H 2.18174 2.11176 1.90231  N9 1.012
39 H 1.44240 -0.66691 0.10527  N12 1.028
40 H 5.10738 -0.92632 0.03892  C14 1.077
41 H 6.22305 -2.71501 -1.22160  C15 1.079
42 H 4.89367 -4.22365 -2.65965  C16 1.080
43 H 2.48701 -3.88378 -2.90588  C17 1.079
44 H 1.34713 0.07409 -2.11506  C20 1.090
45 H -0.32057 -0.37081 -1.69623  C20 1.096
46 H -0.19412 0.08056 -4.13734  C21 1.090
47 H 1.20219 -1.01351 -4.28458  C21 1.097
48 H -2.91741 -2.06772 -2.00354  C24 1.081
49 H -4.05236 -1.00822 -2.86452  C24 1.082
50 H -2.53872 -0.33025 -2.23001  C24 1.081
51 H -1.08681 -3.85962 -3.57768  C27 1.090
52 H 0.60903 -3.55127 -4.00393  C27 1.096
53 H 0.54362 -3.96203 -1.57451  C28 1.091
54 H -0.79966 -2.82357 -1.37599  C28 1.097
55 H -1.77013 0.47403 2.57500  C29 1.078
56 H -3.21029 -0.17439 4.31993  C32 1.095
57 H -4.85577 0.48508 4.49417  C32 1.088
58 H -4.10019 0.40397 2.88293  C32 1.094



[4]
A 6-piece molecular cluster, C21H26N5O3 overall, computed with ωB97M-V/def2-TZVPD.

* E_HOMO: -5.24 eV
* calculated total energy: -1315.3638 Ha
* total charge: -1

Last columns: bonded neighbours and bond lengths (Å).
Atoms and positions in Å:
1 O -0.00412 -0.30834 -0.46080  C2 1.387, H5 0.981
2 C 0.12888 0.40005 -1.64611  O1 1.387, O3 1.252, O4 1.263
3 O 0.39268 1.61557 -1.49961  C2 1.252
4 O 0.02879 -0.23626 -2.73217  C2 1.263
5 H 0.20941 0.45848 0.11275  O1 0.981
6 N 2.73853 -1.46723 -2.17543  C7 1.366, C10 1.369, H11 1.016
7 C 3.52749 -1.23900 -1.08352  N6 1.366, C8 1.372, H12 1.076
8 C 4.79288 -1.68570 -1.36685  C7 1.372, C9 1.413, H13 1.079
9 C 4.79452 -2.10714 -2.71514  C8 1.413, C10 1.377, H14 1.078
10 C 3.49986 -2.01066 -3.17485  N6 1.369, C9 1.377, H15 1.077
11 H 1.74641 -1.25590 -2.23085  N6 1.016
12 H 3.12738 -0.86430 -0.15710  C7 1.076
13 H 5.66905 -1.71217 -0.73847  C8 1.079
14 H 5.64695 -2.40577 -3.30430  C9 1.078
15 H 2.98800 -2.37495 -4.04967  C10 1.077
16 N 0.39999 -2.92561 0.69127  C17 1.373, C20 1.356, H21 1.017
17 C 1.23553 -3.84028 0.09995  N16 1.373, C18 1.370, H22 1.075
18 C 0.80051 -5.07193 0.51415  C17 1.370, C19 1.395, H23 1.082
19 C -0.32175 -4.92716 1.32965  C18 1.395, C20 1.402, H24 1.077
20 C -0.54328 -3.54781 1.44168  N16 1.356, C19 1.402, H25 1.076
21 H 0.51983 -1.91817 0.62607  N16 1.017
22 H 2.03358 -3.51925 -0.54544  C17 1.075
23 H 1.34863 -5.96606 0.24830  C18 1.082
24 H -0.84217 -5.71088 1.85380  C19 1.077
25 H -1.34892 -3.03804 1.94080  C20 1.076
26 N -3.50966 4.75953 1.77964  C27 1.361, C30 1.377, H31 1.001
27 C -4.21784 3.85883 1.04458  N26 1.361, C28 1.387, H32 1.079
28 C -3.32066 3.12452 0.28378  C27 1.387, C29 1.402, H33 1.075
29 C -2.03900 3.48718 0.71998  C28 1.402, C30 1.382, H34 1.081
30 C -2.16171 4.52852 1.62031  N26 1.377, C29 1.382, H35 1.077
31 H -3.94448 5.39511 2.41865  N26 1.001
32 H -5.29344 3.81337 1.10936  C27 1.079
33 H -3.63943 2.36249 -0.40437  C28 1.075
34 H -1.11300 3.04191 0.38286  C29 1.081
35 H -1.49169 5.14601 2.19480  C30 1.077
36 N -2.66102 -1.61232 -0.99509  C37 1.370, C40 1.368, H41 1.005
37 C -3.65730 -1.82553 -1.91155  N36 1.370, C38 1.370, H42 1.076
38 C -4.68849 -0.98428 -1.58752  C37 1.370, C39 1.398, H43 1.080
39 C -4.32822 -0.25219 -0.45278  C38 1.398, C40 1.378, H44 1.077
40 C -3.05059 -0.64174 -0.11355  N36 1.368, C39 1.378, H45 1.077
41 H -1.78855 -2.11114 -0.98144  N36 1.005
42 H -3.56979 -2.62826 -2.62264  C37 1.076
43 H -5.63062 -0.83527 -2.09501  C38 1.080
44 H -4.92874 0.52989 -0.01952  C39 1.077
45 H -2.40539 -0.44566 0.72571  C40 1.077
46 N 3.60619 2.83455 1.79129  C47 1.355, C50 1.362, H51 1.001
47 C 2.96844 1.64404 1.67862  N46 1.355, C48 1.375, H52 1.076
48 C 1.61916 1.89040 1.78120  C47 1.375, C49 1.436, H53 1.077
49 C 1.43053 3.31401 1.80252  C48 1.436, C50 1.374, H54 1.074
50 C 2.69584 3.84039 1.90801  N46 1.362, C49 1.374, H55 1.080
51 H 4.59878 2.94883 1.72875  N46 1.001
52 H 3.49098 0.71559 1.52887  C47 1.076
53 H 0.86194 1.12493 1.78011  C48 1.077
54 H 0.48240 3.80414 1.92033  C49 1.074
55 H 3.11670 4.83059 2.00598  C50 1.080



In eV Å⁻¹, the max |F| values for the records above are, in order, 0.85; 0.88; 0.99; 3.38.